Record 1
ORCA calculation (the ωB97M-V functional and the def2-TZVPD basis) on a structure of composition C24H36O2.

The energy comes out at -1085.6157 Eh. Its net charge is 0. The calculation puts the LUMO energy at 0.013 hartree. The HOMO energy comes out at -8.3234 eV. The HOMO-LUMO gap is 8.6722 eV. Its multiplicity is 1. The energy above the lowest of the compared OMol25 structures with the same formula, charge and spin comes out at 2276.6 kJ/mol.

Atoms and positions in Å:
1 C -3.58 -3.91 -0.76
2 H -2.85 -4.64 -0.32
3 H -4.39 -4.32 -1.17
4 H -3.06 -3.61 -1.77
5 C -3.91 -2.89 -0.10
6 C -4.90 -1.82 -0.59
7 C -4.64 -0.62 -0.83
8 C -3.28 0.24 -0.85
9 C -3.38 0.94 0.50
10 C -3.18 2.17 0.83
11 C -3.01 3.51 -0.13
12 C -2.15 4.44 0.35
13 C -0.71 4.28 0.16
14 C 0.17 3.68 -0.53
15 C 1.13 2.89 0.19
16 C 1.20 1.57 0.65
17 C 0.50 0.33 -0.04
18 C -0.21 -0.38 1.07
19 C -0.18 -1.54 0.98
20 C 0.18 -2.61 0.16
21 C 0.98 -3.70 0.65
22 C 2.23 -3.72 0.84
23 C 3.25 -2.82 -0.05
24 H 4.14 -3.40 -0.13
25 H 2.81 -2.52 -1.32
26 C 3.63 -1.59 0.61
27 C 4.04 -0.74 -0.35
28 O 3.60 -0.21 -1.47
29 O 4.96 0.10 0.28
30 C 5.62 1.16 -0.56
31 C 4.81 2.60 -0.50
32 H 4.76 2.75 0.47
33 H 3.81 2.40 -0.76
34 H 5.24 3.15 -1.05
35 H 5.53 0.82 -1.68
36 H 6.66 1.51 -0.26
37 H 4.31 -1.73 1.25
38 H 2.61 -1.23 1.33
39 H 2.81 -4.55 1.28
40 H 0.35 -4.25 1.47
41 H 0.86 -2.24 -0.58
42 H -0.80 -3.07 -0.17
43 H -0.89 -2.13 1.93
44 H -0.65 0.12 1.82
45 H 1.02 -0.05 -0.79
46 H -0.17 0.84 -0.73
47 H 2.12 1.15 1.25
48 H 1.94 3.43 0.88
49 H 0.72 4.33 -1.38
50 H -0.56 2.94 -1.09
51 H -0.18 5.29 0.76
52 H -2.51 5.07 1.08
53 H -2.34 2.97 -1.17
54 H -3.84 3.71 -0.30
55 H -3.21 2.49 1.98
56 H -3.48 0.34 1.63
57 H -2.45 -0.55 -0.78
58 H -3.16 0.94 -1.48
59 H -5.28 0.20 -1.46
60 H -5.67 -2.15 -0.59
61 H -2.95 -2.30 0.27
62 H -4.39 -3.07 1.05


Record 2
ORCA calculation (the ωB97M-V functional and the def2-TZVPD basis) on the ion C4H11N4 with charge +1.

The energy comes out at -377.6529 Eh. Its net charge is +1. The calculation puts the LUMO energy at -0.117 hartree. The HOMO energy comes out at -12.1695 eV. The HOMO-LUMO gap is 8.9958 eV. The SMILES is CN1C(N)=CC[N@H+]1N. Its multiplicity is 1. The energy above the lowest of the compared OMol25 structures with the same formula, charge and spin comes out at 456.4 kJ/mol.

Atoms and positions in Å:
1 C 1.62 -0.16 0.99
2 N 0.37 0.23 0.35
3 C -0.89 -0.21 0.94
4 N -1.00 -0.12 2.31
5 C -1.72 -0.64 -0.04
6 C -1.13 -0.45 -1.41
7 N 0.26 0.05 -1.07
8 N 0.59 1.25 -1.72
9 H 2.45 0.60 0.52
10 H 1.68 0.10 2.12
11 H 1.86 -1.25 0.64
12 H -1.95 -0.13 2.61
13 H -0.22 0.34 2.66
14 H -2.64 -1.08 0.05
15 H -1.00 -1.46 -1.85
16 H -1.60 0.38 -1.87
17 H 1.04 -0.51 -1.41
18 H 1.03 1.25 -2.63
19 H 1.27 1.80 -1.19


Repeat the second record exactly.
ORCA calculation (the ωB97M-V functional and the def2-TZVPD basis) on the ion C4H11N4 with charge +1.

The energy comes out at -377.6529 Eh. Its net charge is +1. The calculation puts the LUMO energy at -0.117 hartree. The HOMO energy comes out at -12.1695 eV. The HOMO-LUMO gap is 8.9958 eV. The SMILES is CN1C(N)=CC[N@H+]1N. Its multiplicity is 1. The energy above the lowest of the compared OMol25 structures with the same formula, charge and spin comes out at 456.4 kJ/mol.

Atoms and positions in Å:
1 C 1.62 -0.16 0.99
2 N 0.37 0.23 0.35
3 C -0.89 -0.21 0.94
4 N -1.00 -0.12 2.31
5 C -1.72 -0.64 -0.04
6 C -1.13 -0.45 -1.41
7 N 0.26 0.05 -1.07
8 N 0.59 1.25 -1.72
9 H 2.45 0.60 0.52
10 H 1.68 0.10 2.12
11 H 1.86 -1.25 0.64
12 H -1.95 -0.13 2.61
13 H -0.22 0.34 2.66
14 H -2.64 -1.08 0.05
15 H -1.00 -1.46 -1.85
16 H -1.60 0.38 -1.87
17 H 1.04 -0.51 -1.41
18 H 1.03 1.25 -2.63
19 H 1.27 1.80 -1.19